No. 1
ORCA calculation (the ωB97M-V functional and the def2-TZVPD basis) on C23H40BaCl3N4O3Si as an isolated structure at a distorted geometry.

Last column: Löwdin charge in e.
CARTESIAN COORDINATES (ANGSTROEM)
1 C -1.82726 5.55488 -0.22463  -0.074
2 C -2.61372 4.39526 0.32320  -0.233
3 H -2.43298 6.47095 -0.21655  0.062
4 H -1.52544 5.36993 -1.26731  0.079
5 H -0.90915 5.72314 0.35073  0.077
6 C -3.95552 4.36372 0.20423  -0.159
7 C -4.76918 5.34817 -0.59422  -0.142
8 H -4.55202 3.64177 0.77398  0.093
9 H -4.24484 5.68789 -1.50816  0.066
10 H -5.05889 6.24862 -0.01803  0.067
11 H -5.70845 4.87018 -0.90987  0.055
12 Ba 1.06851 -1.23932 -1.71909  1.448
13 Cl 2.81713 -0.35067 0.80833  -0.057
14 Cl 0.93347 -0.81885 -4.65858  -0.490
15 H 6.37979 -4.70346 -0.19710  0.078
16 H 6.79689 -3.07565 1.22881  0.080
17 C 5.68917 -4.19151 -0.87979  -0.054
18 C 6.35023 -2.29772 0.59827  -0.044
19 N 5.32559 -2.94757 -0.21292  -0.198
20 H 4.79539 -4.80769 -1.05470  0.088
21 C 4.19616 -2.35430 -0.56802  -0.470
22 O 3.42845 -2.73279 -1.46027  -0.192
23 H 5.88992 -1.51652 1.21089  0.086
24 H 3.95044 -1.42003 0.09479  -0.146
25 H 6.17507 -4.00312 -1.85386  0.094
26 H 7.13007 -1.84416 -0.04084  0.092
27 H -1.33300 1.93565 -2.54228  0.041
28 H -4.51704 1.90559 -2.19560  0.084
29 C -1.84437 1.36545 -3.33353  -0.052
30 C -4.30243 1.11425 -2.93133  -0.049
31 N -2.94897 0.59313 -2.77075  -0.169
32 H -1.11385 0.70927 -3.83336  0.014
33 C -2.74390 -0.57358 -2.13170  -0.304
34 O -1.63241 -1.12045 -1.99789  -0.228
35 H -5.01426 0.29307 -2.78356  0.086
36 H -3.67711 -1.01354 -1.72273  0.135
37 H -2.27848 2.07480 -4.04970  0.089
38 H -4.41216 1.52982 -3.93887  0.088
39 O -0.66601 3.02724 0.25525  -0.278
40 C -1.73601 3.29082 0.99046  -0.534
41 C -3.34489 1.32559 0.66678  -0.053
42 C -2.49293 2.02687 1.51596  -0.145
43 H -3.39852 1.61462 -0.38855  0.089
44 C -4.14875 0.29249 1.17881  -0.106
45 H -1.45868 3.82794 1.94457  0.115
46 C -2.32671 1.60946 2.83484  -0.033
47 H -4.85687 -0.22567 0.52446  0.088
48 C -4.06817 -0.04393 2.53164  -0.148
49 C -3.12841 0.58066 3.35984  -0.112
50 H -1.61631 2.13789 3.46985  0.108
51 H -4.71755 -0.81252 2.95466  0.089
52 H -3.00381 0.26974 4.39545  0.091
53 Si 2.85743 2.66678 -2.07887  0.276
54 Cl 0.99429 1.57224 -1.60066  0.205
55 C 3.29659 1.78735 -3.69148  -0.245
56 C 4.21400 2.47341 -0.80044  -0.210
57 C 2.56616 4.46261 -2.39786  -0.207
58 H 3.20818 0.69300 -3.64458  -0.021
59 H 4.31578 2.05596 -4.00138  0.026
60 H 2.59082 2.09581 -4.47362  0.027
61 H 1.78965 4.62551 -3.15678  0.035
62 H 3.53370 4.85755 -2.76154  0.040
63 H 2.27809 4.98477 -1.47641  0.038
64 H 4.03575 1.62641 -0.12194  -0.056
65 H 4.26867 3.39243 -0.19258  0.032
66 H 5.19263 2.32568 -1.29175  0.034
67 N -1.71940 -2.45653 0.55919  -0.028
68 C -2.27754 -2.64602 1.78271  -0.111
69 C -1.35771 -2.13811 2.70201  -0.088
70 C -0.28813 -1.63115 1.94358  -0.153
71 N -0.49383 -1.84308 0.62809  -0.083
72 H -2.12114 -2.62221 -0.35428  0.120
73 H -3.25755 -3.09136 1.94009  0.112
74 H -1.46992 -2.09728 3.76720  0.086
75 H 0.60311 -1.12733 2.29460  0.056

Results
- total charge = -1
- electronic energy (Ha) = -3040.9137
- LUMO (eV) = 2.136
- highest occupied orbital energy (hartree) = -0.125
- energy relative to the best compared isomer or geometry (same formula, charge and spin) (kJ/mol) = 370.5
- gap between HOMO and LUMO (eV) = 5.545

No. 2
ORCA calculation (the ωB97M-V functional and the def2-TZVPD basis) on C26H51AsI2IrN7O3PSi2 as an isolated structure.

Last column: Mulliken spin population.
CARTESIAN COORDINATES (ANGSTROEM)
1 Ir -0.34087 0.54940 -0.32501  2.074
2 I 4.44573 -0.95360 5.77075  0.088
3 C 2.93924 -0.48651 4.45381  0.264
4 C 1.76445 0.11288 4.93236  -0.070
5 C 0.77029 0.41993 4.04522  0.121
6 I -0.95478 1.35111 4.70777  0.031
7 C 0.90368 0.12185 2.62539  0.184
8 O -0.02942 0.42276 1.84630  0.455
9 C 2.13598 -0.49098 2.16769  0.013
10 C 2.32818 -0.91622 0.73749  0.045
11 N 2.00937 0.12559 -0.26208  0.205
12 C 2.50068 -0.26933 -1.58783  0.008
13 C 1.61664 0.17102 -2.72413  0.002
14 C 2.12870 0.34882 -3.99974  0.001
15 C 1.26008 0.60710 -5.04443  0.000
16 C -0.10430 0.65671 -4.78960  -0.005
17 C -0.53631 0.48933 -3.48863  -0.030
18 N 0.31118 0.27494 -2.47412  0.221
19 C 3.11066 -0.77110 3.07923  -0.024
20 H 1.64693 0.33479 5.98432  0.002
21 H 1.67744 -1.76533 0.51714  0.002
22 H 3.36372 -1.24620 0.62124  0.001
23 H 2.43365 1.00527 0.00722  0.002
24 H 2.51832 -1.36162 -1.61290  -0.003
25 H 3.52241 0.07297 -1.75818  0.003
26 H 3.19694 0.27304 -4.16862  0.001
27 H 1.63806 0.75874 -6.04770  0.000
28 H -0.82072 0.82410 -5.58323  0.001
29 H -1.58841 0.51079 -3.23270  -0.001
30 H 4.03417 -1.23144 2.74855  0.001
31 C -0.98489 5.72732 2.13565  0.026
32 Si -1.81519 4.56548 0.94967  -0.041
33 C -2.50340 5.50902 -0.50445  0.041
34 C -3.09353 3.53054 1.80738  0.015
35 As -0.14731 3.08392 0.11411  1.051
36 Si 1.78794 4.41530 -0.22257  0.012
37 C 2.98005 3.36045 -1.21280  0.011
38 C 2.56154 4.87828 1.39571  0.022
39 C 1.28448 5.88418 -1.24115  0.028
40 H -1.74772 6.35220 2.61286  0.002
41 H -0.28508 6.39154 1.62271  0.000
42 H -0.44773 5.19149 2.92283  0.001
43 H -2.78024 6.51873 -0.18423  0.004
44 H -3.39927 5.02786 -0.90604  0.001
45 H -1.77255 5.60531 -1.30948  -0.004
46 H -3.73419 4.16869 2.42527  0.000
47 H -2.60885 2.79780 2.46037  -0.005
48 H -3.72820 2.98932 1.10165  0.002
49 H 3.58963 2.71858 -0.56519  0.000
50 H 3.67197 4.00702 -1.76254  -0.001
51 H 2.45201 2.74208 -1.94570  -0.002
52 H 2.81133 3.98823 1.98015  -0.001
53 H 1.91342 5.51247 2.00279  0.001
54 H 3.48908 5.42794 1.20171  0.002
55 H 0.81930 5.56215 -2.17688  0.000
56 H 2.17148 6.47577 -1.49200  0.004
57 H 0.58348 6.53700 -0.71471  0.001
58 C 0.25045 -4.56274 0.69696  -0.001
59 N -0.11939 -4.36797 -0.70628  0.002
60 C -0.13402 -5.60086 -1.48953  0.001
61 P -1.00807 -3.03530 -1.08090  0.019
62 O -0.31914 -1.81836 -0.53157  0.133
63 N -1.10895 -2.99752 -2.72620  -0.002
64 C 0.12803 -3.02185 -3.50302  0.000
65 C -2.30965 -3.37487 -3.46868  0.000
66 N -2.52705 -3.17869 -0.48778  0.002
67 C -3.26472 -4.43770 -0.54637  0.000
68 C -3.26572 -2.06572 0.09592  0.010
69 H -0.48898 -5.16912 1.23002  0.000
70 H 0.33634 -3.60227 1.20157  0.000
71 H 1.21228 -5.07386 0.75387  0.000
72 H -0.73313 -6.37717 -1.00304  0.000
73 H 0.88077 -5.98565 -1.60137  0.000
74 H -0.54291 -5.42547 -2.48205  0.000
75 H 0.97449 -2.76792 -2.86622  0.001
76 H 0.07324 -2.29362 -4.31655  -0.001
77 H 0.31986 -4.00506 -3.94271  0.000
78 H -2.39920 -4.45582 -3.62129  0.000
79 H -2.27236 -2.90418 -4.45265  0.000
80 H -3.20159 -3.01911 -2.96010  0.000
81 H -2.65687 -5.22801 -0.98073  0.000
82 H -4.16715 -4.33515 -1.15491  0.000
83 H -3.56514 -4.75000 0.45574  0.000
84 H -2.62570 -1.19637 0.20286  0.006
85 H -3.64009 -2.34758 1.08336  -0.001
86 H -4.12544 -1.79070 -0.52713  0.001
87 N -3.13598 2.56618 -2.32180  -0.004
88 C -3.46114 1.61311 -1.41796  0.022
89 N -4.77068 1.38218 -1.19710  0.005
90 O -2.59282 0.96711 -0.80320  0.040
91 H -3.82762 3.13170 -2.78158  -0.001
92 H -2.16962 2.82821 -2.40455  0.000
93 H -5.50325 1.90114 -1.64760  0.001
94 H -5.02011 0.68877 -0.51433  0.000

Results
- total charge = +2
- electronic energy (Ha) = -5485.7799
- LUMO (spin up / spin down) (eV) = -4.354 / -7.290
- highest occupied orbital energy (spin up / spin down) (hartree) = -0.439 / -0.492
- energy relative to the best compared isomer or geometry (same formula, charge and spin) (kJ/mol) = 30.8
- gap between HOMO and LUMO (spin up / spin down) (eV) = 7.583 / 6.106
- <S²> = 8.795
- 2S+1 = 6

No. 3
ORCA calculation (the ωB97M-V functional and the def2-TZVPD basis) on C12H36KO18PV as an isolated structure at a distorted geometry.

Last column: Löwdin charge in e.
CARTESIAN COORDINATES (ANGSTROEM)
1 K -2.79628 2.23997 -1.76467  0.870
2 O 2.38704 1.32293 2.37706  -0.298
3 V 0.92029 1.38007 1.82411  0.889
4 O 0.46633 2.94178 1.90796  -0.332
5 P -0.46185 0.22857 -0.02106  0.092
6 O -0.74027 -0.45188 -1.33121  -0.313
7 O 0.11892 -0.60260 1.15393  -0.358
8 O -1.65023 1.06956 0.42462  -0.400
9 O 0.73001 1.26141 -0.20698  -0.387
10 C 0.52979 -3.77453 -2.00953  -0.270
11 C 0.65683 -4.22735 -0.55721  -0.266
12 O -0.29863 -3.67112 0.29584  -0.046
13 O 0.86247 -2.42641 -2.18911  -0.094
14 H -0.50337 -3.94947 -2.36125  0.113
15 H 1.17179 -4.39502 -2.64220  0.110
16 H 1.68551 -3.95282 -0.27641  0.113
17 H 0.54271 -5.31581 -0.51113  0.113
18 H -0.01183 -2.80520 0.61250  0.048
19 H 0.14313 -1.82452 -1.86038  0.038
20 C -3.83201 2.79625 2.30693  -0.259
21 C -4.60633 1.48611 2.20963  -0.241
22 O -4.27116 0.73096 1.04639  -0.106
23 O -2.48062 2.60044 2.66819  -0.087
24 H -4.28416 3.41231 3.09142  0.112
25 H -3.94802 3.37842 1.37738  0.114
26 H -5.68424 1.65472 2.27185  0.110
27 H -4.27669 0.83563 3.02879  0.119
28 H -3.32292 0.87885 0.83529  0.007
29 H -1.97962 2.18534 1.93580  0.032
30 C 3.35042 -1.22983 -0.06129  -0.231
31 C 4.80722 -1.62246 0.06937  -0.265
32 O 5.23459 -1.59795 1.41256  -0.069
33 O 2.65276 -1.77363 1.05819  -0.104
34 H 2.85961 -1.49665 -1.00190  0.111
35 H 3.35035 -0.12727 -0.04907  0.109
36 H 5.38295 -0.90740 -0.53217  0.114
37 H 5.02960 -2.58641 -0.42026  0.109
38 H 4.42085 -1.79002 1.91258  0.073
39 H 1.77109 -1.32939 1.07832  0.037
40 C -2.47095 -1.44265 -4.03525  -0.257
41 C -1.88701 -0.23672 -4.75869  -0.251
42 O -0.72597 0.33569 -4.15464  -0.081
43 O -2.92965 -1.12838 -2.73212  -0.082
44 H -1.72262 -2.25102 -4.08020  0.119
45 H -3.32045 -1.78462 -4.63848  0.115
46 H -2.68443 0.53125 -4.79873  0.105
47 H -1.61380 -0.46810 -5.79013  0.114
48 H -0.71358 0.13362 -3.19768  0.038
49 H -2.14938 -0.72493 -2.27378  0.018
50 C 0.73118 4.27398 -1.96248  -0.230
51 C 1.88761 3.44826 -2.51057  -0.249
52 O 2.81498 2.99771 -1.54374  -0.059
53 O -0.25925 3.44389 -1.35861  -0.179
54 H 0.27150 4.86547 -2.76251  0.109
55 H 1.04907 5.01259 -1.21186  0.121
56 H 2.39347 3.91358 -3.36244  0.113
57 H 1.41658 2.56362 -2.97866  0.124
58 H 2.41812 2.24638 -1.07565  0.055
59 H 0.15847 2.70570 -0.84793  0.017
60 C 0.46023 -0.24556 4.85639  -0.213
61 C 0.59048 -1.59377 4.19629  -0.241
62 O -0.50171 -1.96231 3.37370  -0.060
63 O 0.22304 0.79145 3.93342  -0.102
64 H 1.35996 0.01931 5.42558  0.127
65 H -0.32709 -0.26298 5.61984  0.127
66 H 0.75643 -2.31368 5.00205  0.122
67 H 1.52308 -1.59857 3.60350  0.118
68 H -0.50429 -1.36978 2.59371  0.034
69 H -0.17005 1.55501 4.36680  0.117

Results
- total charge = -1
- electronic energy (Ha) = -3718.7475
- LUMO (eV) = 1.342
- highest occupied orbital energy (hartree) = -0.240
- energy relative to the best compared isomer or geometry (same formula, charge and spin) (kJ/mol) = 0.0
- gap between HOMO and LUMO (eV) = 7.872

No. 4
ORCA calculation (the ωB97M-V functional and the def2-TZVPD basis) on one molecule with the formula C4H4N2O at a distorted geometry.

Last column: Löwdin charge in e.
CARTESIAN COORDINATES (ANGSTROEM)
1 H 2.83474 0.62008 -0.03573  0.069
2 N 2.29264 -0.21720 0.16517  0.177
3 C 1.06180 0.02130 0.03678  -0.439
4 C 0.06230 -1.00279 0.25559  -0.042
5 C -1.26254 -0.72681 0.21341  -0.071
6 C -1.56351 0.71684 0.13927  -0.140
7 N -0.72479 1.62207 -0.20467  0.086
8 O 0.58380 1.21470 -0.46232  -0.024
9 H 0.39483 -2.04022 0.26596  0.125
10 H -1.13016 -1.33497 -0.73038  0.149
11 H -2.54911 1.12700 0.35690  0.110

Results
- total charge = 0
- electronic energy (Ha) = -339.3960
- LUMO (eV) = -0.545
- highest occupied orbital energy (hartree) = -0.346
- energy relative to the best compared isomer or geometry (same formula, charge and spin) (kJ/mol) = 487.4
- gap between HOMO and LUMO (eV) = 8.868
- SMILES = [H]/N=c1/cccno1

Q: Which of these has the lowest electronic energy?
A: C26H51AsI2IrN7O3PSi2

Q: What is the total charge in the first record?
A: -1

Q: Among the records above, which one has the highest energy relative to the best compared isomer or geometry (same formula, charge and spin)?
A: C4H4N2O

Q: Look up the energy relative to the best compared isomer or geometry (same formula, charge and spin) of the fourth one.
A: 487.4 kJ/mol